Entry 1:
Entry from the Open Molecules 2025 dataset: 2 unconnected molecules or ions with the total composition C9H11O3 (wB97M-V/def2-TZVPD).

XYZ file:
```
23
C9H11O3 | the Open Molecules 2025 dataset | wB97M-V/def2-TZVPD
O -0.629 -1.670 -0.511
O -2.333 1.000 1.623
O -2.164 -1.208 1.801
C 0.932 -1.093 -1.939
C 1.530 1.216 -0.710
C 3.594 1.569 -2.108
C 0.210 -0.668 -0.817
C 2.278 0.865 -1.798
C -2.352 -0.038 2.278
C 0.341 0.593 -0.285
C 2.015 -0.481 -2.408
C -2.817 -0.151 3.750
H -0.455 0.938 0.370
H 1.929 2.124 -0.146
H -3.822 -0.066 3.914
H 4.008 1.402 -3.076
H -2.417 0.711 4.363
H 3.387 2.706 -1.981
H -1.297 -1.521 0.203
H 0.721 -1.960 -2.610
H 4.194 1.273 -1.224
H -2.530 -1.061 4.153
H 2.678 -0.917 -3.103
```

Properties
* charge: -2
* LUMO level (spin up / spin down): 5.74 / 5.72 eV
* <S²>: 0.7506
* energy relative to the best compared isomer or geometry (same formula, charge and spin): 28.90 kcal per mole
* HOMO level (spin up / spin down): 0.132 / -0.055 Ha
* spin multiplicity: 2

Results of the Mulliken charge analysis, in e, for atoms 1 through 8: -0.43, -0.71, -0.82, -0.09, -1.75, -3.11, -0.20, 2.93

---

Entry 2:
Entry from the Open Molecules 2025 dataset: a single C6H12O molecule (wB97M-V/def2-TZVPD).

XYZ file:
```
19
C6H12O | the Open Molecules 2025 dataset | wB97M-V/def2-TZVPD
O 2.209 1.674 0.683
C 2.459 0.550 0.325
C 0.435 0.526 -1.241
C -2.384 -0.741 0.973
C -0.586 0.726 -0.119
C -0.877 -0.569 0.681
C 1.776 -0.143 -0.818
H 3.366 0.076 0.760
H 1.544 -1.179 -0.583
H -0.564 -1.396 0.047
H 2.508 -0.115 -1.627
H -1.526 0.995 -0.588
H 0.455 1.300 -1.961
H 0.030 -0.341 -1.792
H -2.840 0.217 1.210
H -0.245 1.518 0.543
H -2.537 -1.445 1.787
H -2.837 -1.155 0.070
H -0.386 -0.499 1.650
```

Properties
* charge: 0
* LUMO level: 1.04 eV
* SMILES string: CCCCCC=O
* energy relative to the best compared isomer or geometry (same formula, charge and spin): 23.58 kcal per mole
* HOMO level: -0.356 Ha

Results of the Mulliken charge analysis, in e, for atoms 1 through 8: -0.48, -0.07, -0.93, -1.40, -0.66, -0.23, -0.52, 0.39

---

Entry 3:
Entry from the Open Molecules 2025 dataset: a molecular structure, C4H12NO9Pt (wB97M-V/def2-TZVPD).

XYZ file:
```
27
C4H12NO9Pt | the Open Molecules 2025 dataset | wB97M-V/def2-TZVPD
Pt 11.133 -8.729 -7.296
O 13.018 -9.011 -8.597
O 14.083 -8.516 -5.129
O 11.265 -6.413 -8.150
O 11.959 -8.687 -5.263
O 9.078 -8.763 -6.214
O 12.728 -8.075 -3.460
O 6.314 -8.990 -5.274
O 11.409 -11.140 -6.990
O 9.726 -9.450 -8.826
N 12.938 -8.484 -4.597
C 7.398 -9.814 -4.721
C 8.739 -9.990 -5.482
C 13.217 -7.773 -9.348
C 12.525 -6.410 -8.868
H 12.785 -8.051 -10.309
H 14.284 -7.631 -9.522
H 8.929 -9.899 -8.545
H 8.673 -10.842 -6.158
H 13.268 -5.738 -8.439
H 9.618 -9.340 -9.771
H 10.747 -11.728 -7.353
H 12.173 -11.261 -7.555
H 12.287 -5.765 -9.713
H 9.520 -10.341 -4.808
H 6.872 -10.744 -4.504
H 7.724 -9.562 -3.712
```

Properties
* charge: -2
* LUMO level (spin up / spin down): 4.78 / 4.33 eV
* <S²>: 3.7609
* HOMO level (spin up / spin down): 0.001 / -0.013 Ha
* spin multiplicity: 4

Results of the Mulliken charge analysis, in e, for atoms 1 through 8: 1.58, -0.91, -0.66, -0.87, -0.58, -0.89, -0.67, -0.35

---

Entry 4:
Entry from the Open Molecules 2025 dataset: 2 unconnected molecules or ions with the total composition C9H14O (wB97M-V/def2-TZVPD).

XYZ file:
```
24
C9H14O | the Open Molecules 2025 dataset | wB97M-V/def2-TZVPD
O 0.427 1.071 1.432
C 0.097 1.327 0.117
C 0.860 1.462 -2.247
C -1.423 1.933 -1.568
C 0.237 -3.051 2.666
C -0.450 1.896 -2.541
C 0.706 -3.829 3.890
C 1.058 1.203 -0.895
C -1.192 1.697 -0.228
C -0.871 2.228 -3.963
H 0.070 -1.989 2.885
H 1.205 1.601 1.605
H -0.688 -3.505 2.325
H -2.025 1.702 0.463
H -0.059 -4.547 4.148
H 1.022 -3.010 1.906
H 1.695 -4.288 3.735
H -0.710 3.274 -4.213
H -1.863 1.819 -4.180
H -0.308 1.601 -4.670
H 2.079 1.087 -0.520
H -2.418 2.247 -1.869
H 1.010 -3.278 4.788
H 1.542 1.352 -3.069
```

Properties
* charge: 0
* LUMO level: 0.86 eV
* SMILES string: Cc1ccc(O)cc1.CC
* energy relative to the best compared isomer or geometry (same formula, charge and spin): 21.37 kcal per mole
* HOMO level: -0.319 Ha

Results of the Mulliken charge analysis, in e, for atoms 1 through 8: -0.53, 0.34, -0.81, -0.49, -0.70, 0.74, -0.83, -0.12

---

Entry 5:
Entry from the Open Molecules 2025 dataset: 2 unconnected molecules or ions with the total composition C3H6N2O (wB97M-V/def2-TZVPD).

XYZ file:
```
12
C3H6N2O | the Open Molecules 2025 dataset | wB97M-V/def2-TZVPD
O 2.830 -1.161 -0.372
N -0.335 1.323 0.043
N 0.073 1.493 1.243
C -0.836 -1.033 -0.088
C -0.619 0.282 -0.719
C 2.668 -0.126 0.042
H 0.005 0.748 1.897
H -0.391 2.269 -0.342
H -1.916 -1.225 -0.042
H -0.865 0.401 -1.767
H -0.269 -1.018 0.842
H -0.344 -1.952 -0.737
```

Properties
* charge: 0
* LUMO level: 0.98 eV
* energy relative to the best compared isomer or geometry (same formula, charge and spin): 91.24 kcal per mole
* HOMO level: -0.280 Ha

Results of the Mulliken charge analysis, in e, for atoms 1 through 8: -0.16, 0.43, -1.06, -0.90, -0.09, 0.14, 0.23, 0.28

---

Entry 6:
Entry from the Open Molecules 2025 dataset: a molecular structure, C4H9BrClNS (wB97M-V/def2-TZVPD).

XYZ file:
```
17
C4H9BrClNS | the Open Molecules 2025 dataset | wB97M-V/def2-TZVPD
Br -3.031 -0.602 0.256
Cl -1.927 2.091 -0.326
S -0.145 -1.924 0.576
N -1.981 0.457 -0.807
C -0.280 -2.665 -1.163
C 0.191 -0.361 0.102
C 1.583 1.959 0.645
C 0.519 0.824 1.069
H 0.322 -1.977 -1.831
H 1.250 2.641 -0.160
H 2.524 1.519 0.283
H -1.259 -2.576 -1.564
H 1.827 2.695 1.523
H 0.601 0.454 2.058
H 0.415 -0.163 -0.899
H -0.170 -3.796 -0.962
H -0.440 1.427 1.199
```

Properties
* charge: 0
* LUMO level (spin up / spin down): -0.43 / -0.44 eV
* energy relative to the best compared isomer or geometry (same formula, charge and spin): 46.05 kcal per mole
* HOMO level (spin up / spin down): -0.280 / -0.280 Ha

Results of the Mulliken charge analysis, in e, for atoms 1 through 8: -0.04, -0.13, 0.12, -0.30, -0.70, -0.20, -1.05, -0.41

---

Number 1: energy -15650.9081 eV. Number 2: energy -8463.3313 eV. Number 3: energy -27494.7452 eV. Number 4: energy -11606.7101 eV. Number 5: energy -8232.7422 eV. Number 6: energy -99179.1951 eV.